1.
The following is a quantum chemistry calculation of a molecular structure, C46H61IN10OPSSn at a distorted geometry, from the OMol25 dataset.

Geometry as XYZ:
```
122
Properties=species:S:1:pos:R:3
Sn 0.1871 0.0605 0.4901
C -6.5713 4.1381 1.0893
C -5.5187 3.1211 0.8696
C -5.8535 1.7506 0.7926
C -4.8867 0.8258 0.5768
C -3.4899 1.1685 0.4447
N -2.5977 0.2043 0.2575
C -3.0258 -0.9450 -0.3590
C -3.8081 -0.8557 -1.5332
C -4.1771 -1.9666 -2.2513
C -3.8144 -3.2444 -1.8160
C -4.2107 -4.4705 -2.5687
C -3.0706 -3.3495 -0.6366
C -2.6686 -2.2437 0.0841
N -2.0717 -2.4641 1.3420
C -2.4917 -3.3672 2.2642
C -1.6360 -3.2928 3.3315
C -0.7043 -2.3114 2.9734
N -0.9713 -1.8092 1.7718
C -3.1512 2.5734 0.5829
C -4.1702 3.4826 0.7793
N -1.8659 3.0774 0.4137
C -1.5591 4.3531 0.0148
C -0.2088 4.5003 0.1087
C 0.2517 3.2555 0.5771
N -0.7442 2.4034 0.7443
H -7.4535 3.9183 0.4865
H -6.2254 5.1478 0.8829
H -6.9014 4.0994 2.1337
H -6.8800 1.4418 0.9421
H -5.1427 -0.2239 0.5870
H -4.0524 0.1344 -1.9002
H -4.7628 -1.8530 -3.1550
H -4.6677 -4.2271 -3.5250
H -4.9392 -5.0412 -1.9868
H -3.3573 -5.1319 -2.7262
H -2.8129 -4.3330 -0.2623
H -3.3672 -3.9766 2.1145
H -1.6730 -3.8556 4.2475
H 0.1402 -1.9536 3.5348
H -3.9256 4.5296 0.8876
H -2.2963 5.0514 -0.3397
H 0.3740 5.3737 -0.1266
H 1.2638 2.9580 0.8114
C -0.9198 -2.9255 -5.1632
C -1.1849 -1.5597 -4.6569
N -1.8197 -0.6275 -5.2943
N -1.8036 0.4443 -4.4732
C -1.1755 0.2026 -3.3137
S -0.9232 1.2499 -2.0195
N -0.7678 -1.0780 -3.4310
N -0.1012 -1.7594 -2.4169
H -1.3887 -3.0201 -6.1393
H -1.3230 -3.6894 -4.4961
H 0.1527 -3.0952 -5.2826
H -2.2030 1.3175 -4.7771
H 0.7294 -1.2159 -2.1387
H 0.1950 -2.6621 -2.7704
I -0.2652 1.9340 4.2165
C 1.3685 0.6295 4.0296
C 2.2007 0.4475 5.1238
C 3.1964 -0.5120 5.0384
C 3.3157 -1.2602 3.8740
C 2.4513 -0.9877 2.8353
N 1.4975 -0.0462 2.8912
H 2.0598 1.0303 6.0225
H 3.8568 -0.6890 5.8768
H 4.0574 -2.0407 3.7818
H 2.4872 -1.5506 1.9066
O 1.8506 -0.8002 -1.2497
P 3.1256 -1.4769 -1.7657
C 2.8085 -1.5652 -3.6004
C 3.5797 -2.5072 -4.5334
C 4.8635 -1.9264 -5.1196
C 4.5880 -0.5894 -5.7987
C 4.0168 0.3920 -4.7805
C 2.7136 -0.1354 -4.1741
C 4.5338 -0.3505 -1.3532
C 4.3434 0.2993 0.0377
C 5.3382 -0.2394 1.0630
C 6.7790 0.0840 0.6522
C 6.9917 -0.0643 -0.8661
C 5.9322 -0.9678 -1.4951
C 3.2131 -3.0295 -0.7263
C 1.8423 -3.7156 -0.6623
C 1.6037 -4.6040 -1.8831
C 2.6506 -5.7176 -1.9470
C 4.0707 -5.1509 -1.9399
C 4.2969 -4.1157 -0.8382
H 1.7841 -1.9521 -3.5469
H 2.9094 -2.7443 -5.3663
H 3.7942 -3.4453 -4.0306
H 5.2725 -2.6384 -5.8372
H 5.6128 -1.7923 -4.3356
H 3.8803 -0.7308 -6.6210
H 5.5071 -0.1895 -6.2273
H 3.8144 1.3548 -5.2523
H 4.7711 0.5643 -4.0088
H 1.9662 -0.1569 -4.9747
H 2.3387 0.5505 -3.4082
H 4.4209 0.4323 -2.1068
H 3.3165 0.1532 0.3882
H 4.4913 1.3782 -0.0525
H 5.2116 -1.3245 1.1518
H 5.1314 0.1933 2.0434
H 7.4591 -0.5698 1.1998
H 7.0218 1.1042 0.9532
H 7.9782 -0.4813 -1.0642
H 6.9596 0.9164 -1.3478
H 5.9746 -1.9287 -0.9869
H 6.1693 -1.1344 -2.5455
H 3.3754 -2.5073 0.2283
H 1.0422 -2.9786 -0.5454
H 1.8282 -4.3503 0.2299
H 1.6613 -4.0019 -2.7985
H 0.6033 -5.0433 -1.8307
H 2.5037 -6.3138 -2.8484
H 2.5149 -6.3814 -1.0891
H 4.2946 -4.7077 -2.9082
H 4.7863 -5.9619 -1.8019
H 5.2912 -3.6942 -0.9569
H 4.2943 -4.6377 0.1243
```

As for the charge: +3. The calculation puts the molecular weight at 1078.72 g mol⁻¹.

These are the Mulliken partial charges, in e, on atoms 1 to 99: 2.003 -1.590 0.290 -1.160 -0.268 0.849 0.774 -0.156 0.413 -1.263 0.592 -1.792 -0.509 -0.380 -0.161 -0.293 -1.340 -0.830 1.342 0.149 -0.929 -0.106 -0.288 -1.250 -0.157 0.095 0.415 0.387 0.370 0.500 0.592 0.600 0.433 0.421 0.422 0.394 0.701 0.532 0.495 0.520 0.585 0.503 0.511 0.586 -1.153 0.769 -0.939 0.388 -0.414 -0.236 1.731 0.132 0.420 0.191 0.055 0.200 -0.837 -0.112 0.118 -0.425 -0.450 -0.640 -0.862 -0.694 0.346 0.504 0.479 0.546 1.000 -1.312 0.417 2.214 -0.998 -0.508 -0.988 -0.518 -1.115 0.434 0.085 -0.534 -0.913 -1.092 0.235 1.428 -0.032 -0.063 -1.180 -0.461 -1.018 -1.063 0.586 -0.253 0.461 0.006 0.350 0.477 0.509 0.143 0.501

2.
The following is a quantum chemistry calculation of 10 unconnected molecules or ions with the total composition C46H63N11S at a distorted geometry, from the OMol25 dataset.

Geometry as XYZ:
```
121
Properties=species:S:1:pos:R:3
C 5.8049 -5.0123 2.0710
C 5.8169 -5.1187 0.4077
C 4.8679 -4.0717 -0.4287
C 3.9156 -2.9663 0.3541
C 3.8417 -2.8429 2.0206
C 4.8164 -3.9066 2.8418
N 2.9444 -1.8306 2.6976
C 3.1149 -0.4302 2.1515
C 3.3378 0.8917 3.1452
C 3.5550 2.4098 2.4828
C 3.5150 2.6589 0.8368
C 3.2597 1.3747 -0.1533
C 3.1729 1.4534 -1.8127
C 1.6295 1.0916 -2.3166
C 1.3175 1.9314 -3.7121
C 1.1398 3.5348 -3.3726
C -0.4213 4.0363 -3.3363
C -1.0398 3.5501 -1.8683
C -2.0673 2.3074 -2.2007
C -2.2698 1.2621 -0.9212
C -2.6814 2.0203 0.4731
C -2.6962 0.8573 1.6532
C -3.9938 -0.1401 1.4344
C -3.6323 -1.7398 1.4806
N -3.7315 -2.4466 0.1343
C -2.6367 -3.2997 -0.5116
C -3.1734 -3.8566 -1.9816
C -4.7047 -3.2855 -2.1689
C -4.9606 -2.3954 -0.7854
C 3.0725 -0.1258 0.5074
S 2.8285 -1.6899 -0.5633
H 6.5184 -5.7485 2.6417
H 6.4888 -5.8770 -0.1894
H 4.8358 -4.0818 -1.6145
H 4.8378 -3.8682 4.0344
H 3.0790 -1.8690 3.7469
H 3.3471 0.7809 4.3152
H 3.7458 3.3783 3.1424
H 3.6806 3.7059 0.3350
H 3.5601 2.4723 -2.2432
H 3.8522 0.5591 -2.2032
H 0.8697 1.3116 -1.4543
H 1.5381 -0.0644 -2.5894
H 2.2989 1.8150 -4.3819
H 0.4329 1.4846 -4.3446
H 1.7054 4.1311 -4.2384
H 1.6628 3.7409 -2.3320
H -1.0085 3.4978 -4.1989
H -0.5679 5.1961 -3.4617
H -1.6234 4.4555 -1.3707
H -0.1245 3.2477 -1.1857
H -3.1043 2.8181 -2.4991
H -1.6604 1.6464 -3.0975
H -1.3253 0.5857 -0.7634
H -3.1612 0.5404 -1.2402
H -3.7512 2.4865 0.3616
H -1.8507 2.7982 0.7841
H -2.7395 1.3578 2.7354
H -1.7347 0.1908 1.6391
H -4.5438 0.1002 0.4075
H -4.7318 0.0630 2.3473
H -4.3454 -2.2493 2.2911
H -2.5311 -1.9085 1.8795
H -1.5723 -3.5020 -0.0277
H -2.5317 -4.5217 -2.7098
H -5.4478 -3.4352 -3.0771
H -5.9618 -1.7928 -0.5690
C -1.6850 -4.4723 -6.3636
C -1.6186 -5.1997 -5.0306
N -1.5636 -5.8032 -3.9248
H -0.8498 -3.7716 -6.4477
H -1.6296 -5.1926 -7.1844
H -2.6243 -3.9176 -6.4392
C -6.3098 -6.6540 -2.1080
C -7.6050 -6.0640 -2.6418
N -8.6794 -5.5746 -3.0845
H -5.7699 -7.1583 -2.9141
H -5.6790 -5.8598 -1.6994
H -6.5276 -7.3778 -1.3179
C -3.4530 5.4224 2.5143
C -3.5288 5.0792 1.0355
N -3.5918 4.7944 -0.1913
H -2.5001 5.0808 2.9278
H -3.5328 6.5044 2.6504
H -4.2702 4.9345 3.0526
C 2.4974 7.4130 -4.9434
C 2.5637 6.6855 -3.6104
N 2.6188 6.0821 -2.5046
H 3.3326 8.1137 -5.0276
H 2.5528 6.6927 -5.7643
H 1.5581 7.9676 -5.0191
C 10.3120 -5.7707 3.5156
C 9.4769 -6.5545 2.5162
N 8.7843 -7.2047 1.6871
H 10.9046 -5.0141 2.9939
H 9.6591 -5.2750 4.2392
H 10.9865 -6.4462 4.0488
C 4.6552 7.4880 0.2721
C 5.4157 8.7693 0.5729
N 6.0465 9.8322 0.8225
H 4.2639 7.0604 1.1994
H 3.8209 7.6994 -0.4024
H 5.3212 6.7618 -0.2018
C -4.9530 -5.2353 3.6835
C -5.0288 -5.5785 2.2047
N -5.0918 -5.8633 0.9779
H -4.0001 -5.5769 4.0970
H -5.0328 -4.1533 3.8196
H -5.7702 -5.7232 4.2218
C 4.2301 10.6494 3.5753
C 2.7700 10.3500 3.8735
N 1.5588 10.1015 4.1208
H 4.8728 9.9612 4.1312
H 4.4237 10.5320 2.5055
H 4.4679 11.6753 3.8698
C -8.2094 -8.1128 3.2516
C -7.5503 -7.7306 4.5669
N -7.0035 -7.4136 5.6580
H -8.9182 -8.9296 3.4134
H -8.7449 -7.2531 2.8394
H -7.4503 -8.4368 2.5345
```

The structure (SMILES) is c1ccc2c(c1)Nc1cccc(CCCCCCCCCCCCn3cccc3)c1S2.CC#N.CC#N.CC#N.CC#N.CC#N.CC#N.CC#N.CC#N.CC#N. The calculation puts the molecular weight at 802.15 g mol⁻¹.

These are the Mulliken partial charges, in e, on atoms 1 to 99: -0.305 -0.425 -0.362 0.230 0.253 -0.520 -0.223 0.277 -0.592 -0.397 -0.495 0.251 -0.726 -0.091 -0.675 -0.098 -0.720 -0.094 -0.603 -0.348 -0.468 -0.552 -0.404 -0.419 0.609 -0.556 -0.242 -0.562 -0.370 0.028 -0.029 0.286 0.311 0.252 0.138 0.351 0.179 0.248 0.306 0.421 0.333 -0.045 0.260 0.337 0.359 -0.060 0.159 0.357 0.254 0.194 0.148 0.311 0.190 0.024 0.188 0.283 0.243 0.270 0.231 0.255 0.335 -0.234 0.390 0.315 0.302 0.369 0.261 -0.709 0.478 -0.593 0.257 0.287 0.258 -0.377 0.311 -0.461 0.274 0.031 0.227 -0.910 0.615 -0.552 0.266 0.346 0.278 -0.875 0.496 -0.458 0.326 0.294 0.281 -0.699 0.385 -0.448 0.257 0.261 0.272 -0.572 0.269

3.
The following is a quantum chemistry calculation of 4 unconnected molecules or ions with the total composition C46H64N3O5P2S at a distorted geometry, from the OMol25 dataset.

Geometry as XYZ:
```
121
Properties=species:S:1:pos:R:3
C 8.9470 -0.2456 0.2817
C 8.0814 -0.3066 -0.5559
C 6.9535 -0.2816 -1.6000
N 5.7779 -1.1308 -1.2403
C 4.7726 -0.7141 -0.5317
N 4.7824 0.6464 -0.0681
S 5.0106 0.8446 1.6026
C 3.6316 1.2969 -0.7370
C 3.6825 2.8492 -0.4935
C 3.9031 3.6112 -1.9003
C 2.1873 0.5738 -0.5569
C 1.2690 1.3224 -1.6351
C 0.4948 2.6160 -1.1637
C 0.5993 3.8673 -2.1674
O 1.0774 5.0735 -1.5273
C 0.2063 5.5349 -0.5317
C 0.8365 5.6137 0.9271
O -0.9537 5.8150 -0.6939
C 1.7418 0.7219 0.9424
C 0.2562 0.6691 1.4050
C 0.0703 0.8671 2.8990
C -1.2646 0.8141 3.5063
C -2.5287 0.5546 2.6989
C -3.9549 0.4444 3.4018
C -2.3821 0.4024 1.2432
C -1.0048 0.4722 0.6652
C 2.3670 -1.0040 -0.9913
P 2.8139 -1.2447 -2.8043
O 1.8214 -0.7739 -3.8365
P 0.8101 -2.0284 -0.6187
C -0.4318 -1.9959 -2.0594
C 1.1371 -3.8932 -0.5581
C -0.2020 -4.6688 -0.1359
N 3.5855 -1.4332 -0.2007
O 3.9027 -2.7662 -0.2398
C 4.2008 -3.1534 1.1447
C 5.6749 -3.7199 1.3319
C 6.4043 -3.0240 2.5804
O 6.4831 -3.7285 0.1399
H 9.5688 -0.3824 1.1998
H 6.5846 0.7560 -1.8578
H 7.3407 -0.7005 -2.5820
H 5.7751 -2.0848 -1.6134
H 6.3042 1.3261 1.7855
H 3.8377 1.1744 -1.8559
H 2.8007 3.2763 0.0755
H 4.5804 3.2012 0.1092
H 3.6140 4.6931 -1.8363
H 3.4699 3.0568 -2.7730
H 5.0315 3.6039 -2.0582
H 0.5121 0.5850 -2.0128
H 1.8723 1.6128 -2.5541
H 0.6900 2.9401 -0.0993
H -0.6127 2.3627 -1.1798
H -0.4259 4.1041 -2.5863
H 1.2645 3.6454 -3.0502
H 0.2734 6.3117 1.5976
H 0.8621 4.5712 1.3793
H 1.9282 5.9038 0.7990
H 2.2837 -0.0909 1.5344
H 2.1670 1.6793 1.3896
H 0.9625 1.0609 3.5582
H -1.3246 0.9417 4.6252
H -4.6902 0.1295 2.6123
H -4.2342 1.5062 3.6963
H -3.9430 -0.2289 4.3000
H -3.2930 0.2145 0.6075
H -0.9307 0.3647 -0.4499
H 2.9672 -2.6705 -2.9813
H 4.0821 -0.6855 -3.1945
H -0.9477 -1.0141 -2.1920
H -1.2355 -2.7390 -1.7474
H 0.0015 -2.3973 -3.0159
H 1.9085 -4.2075 0.1896
H 1.4611 -4.2642 -1.5758
H -0.8850 -4.8466 -1.0096
H 0.0775 -5.6246 0.4023
H -0.7418 -4.0098 0.6055
H 3.4794 -3.9089 1.5583
H 4.0810 -2.2263 1.7874
H 5.5615 -4.8065 1.6491
H 7.4585 -2.7068 2.3303
H 6.3734 -3.7459 3.4541
H 5.8682 -2.0971 2.9331
H 6.4120 -4.6322 -0.2148
C -3.3200 5.4926 2.4947
C -4.5154 6.1156 2.1571
C -5.5747 6.1231 3.0572
C -5.4349 5.5160 4.3000
C -4.2381 4.8961 4.6395
C -3.1823 4.8793 3.7353
H -2.4949 5.4847 1.7905
H -4.6220 6.5955 1.1907
H -6.5091 6.6036 2.7909
H -6.2592 5.5267 5.0040
H -4.1285 4.4245 5.6100
H -2.2507 4.3909 3.9996
C -5.1518 0.2800 -2.0290
C -6.0718 1.2237 -2.4700
C -7.3967 1.1491 -2.0566
C -7.8000 0.1360 -1.1938
C -6.8793 -0.8053 -0.7496
C -5.5569 -0.7357 -1.1707
H -4.1185 0.3359 -2.3544
H -5.7561 2.0176 -3.1374
H -8.1155 1.8812 -2.4059
H -8.8323 0.0810 -0.8677
H -7.1931 -1.5944 -0.0750
H -4.8395 -1.4740 -0.8280
C -3.9037 -5.4927 -2.2476
C -4.9400 -4.9732 -1.4901
C -5.9356 -5.8099 -1.0017
C -5.8846 -7.1741 -1.2670
C -4.8408 -7.6965 -2.0243
C -3.8507 -6.8546 -2.5181
H -3.1321 -4.8308 -2.6268
H -4.9755 -3.9100 -1.2788
H -6.7500 -5.4009 -0.4148
H -6.6577 -7.8300 -0.8835
H -4.7996 -8.7603 -2.2292
H -3.0387 -7.2598 -3.1111
```

As for the charge: +1. The calculation puts the molecular weight at 833.05 g mol⁻¹.

These are the Mulliken partial charges, in e, on atoms 1 to 99: 0.174 -0.672 -0.291 0.428 -1.679 0.267 -0.209 -1.511 -0.211 -1.331 1.692 -1.440 -0.273 -1.063 -0.358 0.778 -0.870 -0.514 -1.353 0.138 -1.138 -0.819 0.882 -1.098 -1.198 0.841 0.115 0.585 -0.771 0.190 -0.969 0.316 -1.138 1.370 -0.408 -0.210 0.012 -1.142 -0.548 0.382 0.144 0.479 0.504 0.196 0.543 -0.142 0.482 0.330 0.299 0.386 0.222 0.972 -0.198 0.584 0.357 0.442 0.383 0.080 0.358 0.532 0.610 0.349 0.324 0.261 0.230 0.334 0.157 0.137 0.069 0.096 0.288 0.242 0.475 -0.071 0.360 0.263 0.402 0.309 0.539 0.080 0.497 0.225 0.339 0.275 0.314 -0.189 -0.550 -0.338 -0.430 -0.416 -0.463 0.476 0.395 0.370 0.370 0.389 0.364 -0.313 -0.536

Computed HOMO-LUMO gap (eV) in order:
4.81 7.19 6.45